one.
{
  "formula": "C3H6N2S2",
  "method": "ωB97M-V with the def2-TZVPD basis set",
  "molar_mass_g_mol": 134.2,
  "charge": 0,
  "symbols": ["C", "S", "C", "S", "C", "N", "N", "H", "H", "H", "H", "H", "H"],
  "coordinates": [[0.93, 0.32, 2.33], [-0.33, -0.64, 1.79], [-0.01, -0.40, 0.04], [-1.19, -0.96, -1.05], [0.85, 0.68, -0.28], [0.94, 1.29, -1.34], [0.31, 1.13, -2.42], [1.85, 0.35, 1.64], [1.29, 0.08, 3.36], [0.42, 1.36, 2.10], [1.34, 1.09, 0.68], [0.37, 1.87, -3.23], [-0.30, 0.38, -2.66]]
}

two.
{
  "formula": "C3H6N2S2",
  "method": "ωB97M-V with the def2-TZVPD basis set",
  "molar_mass_g_mol": 134.2,
  "charge": 0,
  "symbols": ["C", "N", "N", "C", "S", "C", "S", "H", "H", "H", "H", "H", "H"],
  "coordinates": [[0.41, 1.18, -1.93], [0.54, 1.26, -0.48], [-0.06, 0.43, 0.39], [-0.47, -0.69, -0.04], [-1.10, -1.99, 1.04], [-0.38, -1.61, 2.62], [-0.71, -2.42, 3.97], [-0.65, 1.00, -2.27], [1.10, 0.35, -2.29], [0.79, 2.13, -2.28], [0.53, 2.21, -0.17], [-0.36, -1.02, -1.08], [0.36, -0.84, 2.53]]
}

three.
{
  "formula": "C3H6N2S2",
  "method": "ωB97M-V with the def2-TZVPD basis set",
  "molar_mass_g_mol": 134.2,
  "charge": 0,
  "symbols": ["C", "C", "N", "N", "C", "S", "S", "H", "H", "H", "H", "H", "H"],
  "coordinates": [[2.24, -0.32, 0.84], [1.08, -0.01, -0.04], [0.50, 1.11, -0.06], [-0.70, 1.09, -0.75], [-1.39, -0.08, -0.74], [-2.64, -0.08, 0.69], [-0.06, -1.41, -0.56], [3.13, -0.44, 0.17], [2.17, -1.38, 1.33], [2.40, 0.55, 1.58], [-1.21, 1.94, -0.79], [-1.80, -0.36, -1.75], [-3.73, -0.62, 0.08]]
}

In terms of stability, three leads; the second structure lies 0.0114 hartree higher.

one.
{
  "formula": "C3H6N3",
  "method": "ωB97M-V with the def2-TZVPD basis set",
  "molar_mass_g_mol": 84.1,
  "charge": 1,
  "symbols": ["C", "N", "C", "N", "C", "N", "H", "H", "H", "H", "H", "H"],
  "coordinates": [[-0.99, -0.06, 1.60], [-0.20, 0.04, 0.36], [-0.51, -0.07, -0.92], [0.69, 0.05, -1.58], [1.64, 0.12, -0.66], [1.15, 0.09, 0.55], [-0.27, 0.11, 2.40], [-1.97, 0.61, 1.55], [-1.33, -1.11, 1.75], [-1.59, -0.18, -1.52], [0.74, 0.32, -2.62], [2.63, 0.09, -0.91]]
}

two.
{
  "formula": "C3H6N3",
  "method": "ωB97M-V with the def2-TZVPD basis set",
  "molar_mass_g_mol": 84.1,
  "charge": 1,
  "symbols": ["C", "C", "C", "N", "N", "N", "H", "H", "H", "H", "H", "H"],
  "coordinates": [[0.27, -0.80, -1.74], [-0.18, 0.40, 0.28], [-0.03, 0.42, 1.74], [-0.86, 1.22, -0.35], [-0.21, -0.01, -2.55], [0.34, -0.72, -0.35], [0.69, -1.73, -2.19], [-1.12, 1.01, -1.27], [0.28, 1.53, 1.97], [0.68, -0.34, 2.06], [-0.98, 0.18, 2.39], [1.10, -1.17, 0.01]]
}

three.
{
  "formula": "C3H6N3",
  "method": "ωB97M-V with the def2-TZVPD basis set",
  "molar_mass_g_mol": 84.1,
  "charge": 1,
  "symbols": ["C", "C", "C", "N", "N", "N", "H", "H", "H", "H", "H", "H"],
  "coordinates": [[1.72, -0.53, 0.41], [0.24, 0.96, -0.30], [-1.78, -0.54, 0.07], [0.51, -1.00, 0.60], [1.56, 0.75, -0.15], [-0.36, -0.13, 0.15], [2.57, -0.80, 0.97], [-0.62, 2.21, -1.06], [-2.49, 0.19, 0.20], [-1.81, -0.83, -0.91], [-1.90, -1.55, 0.56], [2.35, 1.27, -0.54]]
}

four.
{
  "formula": "C3H6N3",
  "method": "ωB97M-V with the def2-TZVPD basis set",
  "molar_mass_g_mol": 84.1,
  "charge": 1,
  "symbols": ["C", "C", "C", "N", "N", "N", "H", "H", "H", "H", "H", "H"],
  "coordinates": [[-0.15, 3.02, -0.98], [0.15, -1.20, 1.92], [-0.12, -0.95, -0.49], [0.04, 1.90, -1.14], [-0.33, -1.11, 0.67], [-0.18, -0.68, -1.76], [-0.49, 3.93, -0.56], [1.19, -1.24, 2.01], [-0.12, -2.23, 2.34], [-0.20, -0.30, 2.39], [0.19, 0.30, -1.92], [0.02, -1.44, -2.48]]
}

In terms of stability, one leads; the second structure lies 0.0365 hartree higher.